The following is a quantum chemistry calculation of a 6-piece molecular cluster, C41H84BrCl2FIN4O12PS overall in a non-equilibrium geometry, from OMol25.

The geometry in XYZ format:
```
148
Properties=species:S:1:pos:R:3
C -1.21 -2.79 4.97
C -1.74 -2.82 3.55
C -3.21 -2.41 3.43
C -3.95 -3.01 2.21
N -4.79 -1.96 1.64
N -5.47 -2.41 0.45
C -6.54 -3.33 0.87
C -6.22 -4.81 0.52
C -7.40 -5.52 -0.18
S -7.77 -7.15 0.58
C -5.87 -1.37 -0.47
I -6.59 -2.56 -2.23
C -7.10 -0.50 -0.07
P -7.42 0.00 1.65
O -8.34 1.15 1.59
O -6.15 0.40 2.52
O -8.15 -1.23 2.38
C -4.72 -0.42 -0.98
C -5.15 0.32 -2.28
C -5.36 1.81 -2.13
O -6.20 2.34 -1.48
Br -4.22 2.96 -3.27
N -4.49 0.55 0.07
C -3.33 0.96 0.41
C -2.96 1.08 1.86
C -2.27 1.48 -0.53
O -3.47 -1.15 -1.09
C -3.11 -1.77 -2.30
C -2.08 -0.95 -3.11
O -2.45 -0.21 -3.99
N -0.66 -1.11 -2.84
C 0.04 -1.79 -3.87
O 0.52 -2.87 -3.73
F 0.17 -1.13 -5.01
C -2.59 -3.18 -2.10
Cl -3.32 -4.37 -3.13
C -1.64 -3.56 -1.22
C -0.95 -2.66 -0.25
Cl -1.13 -5.20 -1.12
H -1.54 -3.66 5.52
H -1.46 -1.86 5.48
H -0.12 -2.85 4.94
H -1.57 -3.80 3.09
H -1.15 -2.12 2.95
H -3.71 -2.78 4.32
H -3.30 -1.33 3.46
H -4.56 -3.81 2.61
H -3.27 -3.44 1.47
H -4.20 -1.16 1.49
H -6.65 -3.27 1.95
H -7.52 -3.09 0.48
H -6.01 -5.35 1.44
H -5.35 -4.83 -0.13
H -7.16 -5.72 -1.22
H -8.32 -4.97 -0.08
H -6.59 -7.44 1.12
H -7.98 -1.08 -0.32
H -7.18 0.42 -0.63
H -5.92 -0.29 3.15
H -8.53 -0.88 3.19
H -6.12 0.00 -2.65
H -4.47 0.19 -3.11
H -3.86 1.42 2.37
H -2.72 0.10 2.26
H -2.19 1.83 2.04
H -2.47 2.54 -0.68
H -1.29 1.41 -0.07
H -2.29 1.01 -1.51
H -3.91 -1.89 -3.03
H -0.26 -0.18 -2.72
H -1.62 -1.93 0.21
H -0.56 -3.28 0.55
H -0.09 -2.17 -0.69
C 4.65 -0.90 -0.28
C 3.19 -0.72 -0.63
O 2.85 0.60 -1.02
C 3.53 1.11 -2.16
C 3.30 0.30 -3.42
H 4.94 -0.21 0.52
H 4.83 -1.92 0.06
H 5.30 -0.71 -1.13
H 2.57 -0.93 0.24
H 2.88 -1.44 -1.40
H 4.60 1.22 -1.96
H 3.14 2.12 -2.30
H 3.68 -0.72 -3.33
H 3.79 0.76 -4.27
H 2.23 0.24 -3.62
C 1.96 0.75 -7.11
C 1.31 1.78 -8.02
O 1.84 1.81 -9.33
C 1.74 0.61 -10.08
C 0.32 0.13 -10.29
H 3.04 0.93 -7.05
H 1.54 0.81 -6.11
H 1.82 -0.27 -7.47
H 1.46 2.78 -7.62
H 0.22 1.62 -8.06
H 2.36 -0.17 -9.62
H 2.20 0.84 -11.04
H -0.17 -0.12 -9.35
H 0.32 -0.77 -10.92
H -0.27 0.90 -10.79
C 8.96 2.62 0.64
C 7.76 1.76 0.99
O 7.03 2.23 2.11
C 6.47 3.52 1.98
C 5.49 3.67 0.83
H 9.64 2.70 1.49
H 9.51 2.18 -0.20
H 8.67 3.63 0.35
H 8.11 0.76 1.26
H 7.10 1.64 0.13
H 7.26 4.28 1.92
H 5.95 3.70 2.92
H 5.97 3.50 -0.14
H 5.06 4.67 0.82
H 4.68 2.94 0.92
C 9.05 0.32 4.28
C 9.94 -0.27 5.36
O 9.46 -1.48 5.92
C 9.30 -2.55 5.01
C 10.58 -2.98 4.32
H 8.04 0.48 4.66
H 9.45 1.27 3.93
H 8.97 -0.35 3.41
H 10.00 0.43 6.19
H 10.96 -0.40 4.99
H 8.51 -2.33 4.28
H 8.92 -3.38 5.62
H 10.98 -2.18 3.69
H 10.39 -3.84 3.68
H 11.34 -3.24 5.05
C -3.29 5.81 1.83
C -3.40 5.10 3.17
O -2.15 4.80 3.76
C -1.31 5.91 4.05
C -1.92 6.91 5.02
H -2.70 5.22 1.13
H -4.29 5.97 1.41
H -2.82 6.79 1.92
H -3.89 4.14 3.02
H -4.03 5.67 3.86
H -1.00 6.40 3.13
H -0.41 5.48 4.49
H -2.82 7.37 4.61
H -1.21 7.70 5.23
H -2.20 6.42 5.95
```

Max |F|: 2.53 eV/Å
HOMO: -8.32 eV
Orbital gap: 7.805 eV
Structure (SMILES): CCCCNN(CCCS)[C@@](I)(CP(=O)(O)O)[C@@](CC(=O)Br)(N=C(C)C)O[C@@H](C(=O)NC(=O)F)/C(Cl)=C(\C)Cl.CCOCC.CCOCC.CCOCC.CCOCC.CCOCC